Entry 1:
C15H30NO3Rb | the ωB97M-V functional and the def2-TZVPD basis

Cartesian coordinates (Å):
Rb 2.056 -1.056 -1.149
C -1.651 3.020 -2.322
C -0.610 3.490 -1.281
C -1.275 4.547 -0.389
C -2.182 3.923 0.675
C -1.365 2.890 1.433
C -0.754 1.794 0.577
N -0.002 2.438 -0.498
O 0.644 1.549 -1.362
C -1.848 0.852 0.062
C 0.201 1.035 1.478
C 0.505 4.216 -2.041
H -1.702 3.709 -3.176
H -2.676 2.945 -1.953
H -1.338 2.064 -2.749
H -1.880 5.248 -0.967
H -0.504 5.086 0.173
H -3.097 3.500 0.252
H -2.469 4.718 1.370
H -1.871 2.521 2.333
H -0.533 3.474 1.862
H -1.433 0.049 -0.545
H -2.594 1.413 -0.491
H -2.379 0.400 0.913
H 0.953 1.691 1.909
H 0.593 0.142 1.000
H -0.418 0.650 2.303
H 0.940 3.618 -2.841
H 1.313 4.448 -1.338
H 0.170 5.174 -2.452
C 1.386 -3.551 2.431
C 2.427 -2.474 2.556
O 2.722 -1.770 1.614
C 3.079 -2.279 3.895
H 1.122 -3.677 1.383
H 0.480 -3.217 2.947
H 1.725 -4.471 2.903
H 3.644 -3.151 4.221
H 2.307 -2.090 4.645
H 3.731 -1.410 3.835
C -0.796 -5.456 -1.421
C 0.386 -4.635 -1.818
O 0.702 -3.633 -1.215
C 1.225 -5.107 -2.983
H -0.536 -6.514 -1.351
H -1.577 -5.349 -2.178
H -1.188 -5.153 -0.452
H 2.184 -5.460 -2.602
H 1.425 -4.251 -3.629
H 0.758 -5.899 -3.564

Net charge = 0
HOMO-LUMO gap = 4.124 eV
E_HOMO = -4.5 eV

Here are the Löwdin charges for atoms 1 to 6, given in e: 0.92 -0.05 -0.54 -0.15 -0.19 -0.16

***

Entry 2:
C15H30O15 | the ωB97M-V functional and the def2-TZVPD basis

Cartesian coordinates (Å):
C 1.339 2.335 1.085
O 0.015 1.852 1.195
C -0.315 0.734 0.587
O 0.475 -0.072 0.178
O -1.656 0.655 0.580
C -2.198 -0.561 0.115
H 1.376 3.340 1.494
H 1.713 2.366 0.061
H 2.051 1.724 1.643
H -2.927 -0.473 -0.683
H -2.676 -1.214 0.843
H -1.412 -1.209 -0.282
C -2.973 -5.436 0.488
O -3.664 -4.803 1.556
C -3.159 -3.694 2.063
O -2.044 -3.296 1.855
O -4.121 -3.091 2.748
C -3.721 -1.976 3.515
H -3.786 -6.016 0.052
H -2.117 -6.037 0.792
H -2.585 -4.732 -0.249
H -2.931 -2.252 4.222
H -4.458 -1.633 4.242
H -3.371 -1.093 2.984
C -6.976 -3.236 -1.070
O -5.902 -3.492 -1.974
C -4.726 -2.930 -1.694
O -4.522 -2.323 -0.666
O -3.936 -3.146 -2.726
C -2.700 -2.451 -2.852
H -7.007 -4.009 -0.298
H -7.904 -3.252 -1.628
H -6.790 -2.324 -0.507
H -2.765 -1.420 -2.520
H -2.405 -2.422 -3.896
H -1.929 -2.931 -2.252
C 3.657 3.330 -2.290
O 2.642 4.156 -1.699
C 3.047 5.306 -1.181
O 4.171 5.706 -1.028
O 1.961 5.966 -0.788
C 2.030 7.339 -0.385
H 3.197 2.505 -2.827
H 4.334 2.866 -1.573
H 4.221 3.974 -2.961
H 1.628 7.372 0.626
H 1.314 7.840 -1.035
H 3.050 7.698 -0.494
C 7.480 1.445 0.437
O 6.447 0.915 1.257
C 5.390 0.507 0.555
O 5.242 0.562 -0.637
O 4.591 -0.145 1.385
C 3.419 -0.780 0.857
H 8.192 2.100 0.940
H 7.159 2.102 -0.372
H 8.044 0.618 0.007
H 2.876 0.023 0.372
H 2.832 -1.293 1.613
H 3.781 -1.590 0.219

Net charge = 0
HOMO-LUMO gap = 11.329 eV
E_HOMO = -10.7 eV
SMILES string = COC(=O)OC.COC(=O)OC.COC(=O)OC.COC(=O)OC.COC(=O)OC

Here are the Löwdin charges for atoms 1 to 6, given in e: -0.03 0.02 -0.60 0.12 0.04 -0.06

***

Entry 3:
C15H31AlBBr2CaCl3F2InKN2O7P2S | the ωB97M-V functional and the def2-TZVPD basis

Cartesian coordinates (Å):
C -3.343 -0.001 0.105
C -4.091 -0.797 -0.973
C -4.441 0.170 -2.118
O -3.812 1.412 -1.815
C -3.928 2.366 -2.844
In -1.821 2.761 -3.408
P -0.399 3.674 -1.518
S -1.037 5.498 -1.065
B -0.797 0.896 -4.270
C 0.725 1.148 -4.772
O -1.402 -0.318 -4.323
H -4.008 0.777 0.497
H -3.114 -0.686 0.930
H -2.396 0.392 -0.272
H -4.991 -1.310 -0.615
H -3.425 -1.569 -1.373
H -3.976 -0.247 -3.029
H -5.528 0.242 -2.291
H -4.485 3.263 -2.528
H -4.478 2.006 -3.728
H -1.813 3.989 -4.744
H 0.965 3.705 -1.964
H -0.461 2.787 -0.411
H 1.225 1.551 -3.824
H 1.201 0.188 -5.165
H 0.781 1.968 -5.534
H -0.758 -0.987 -4.077
C 3.554 -1.209 -3.409
Cl 3.853 -0.714 -5.068
Cl 1.845 -1.570 -3.119
H 4.140 -2.097 -3.196
H 3.854 -0.406 -2.749
K 3.563 0.660 -1.027
Ca -0.468 4.488 -5.662
C -2.742 3.618 2.702
O -2.367 3.820 3.844
N -2.020 2.889 1.800
N -3.931 4.109 2.219
H -2.322 2.723 0.859
H -1.144 2.501 2.092
H -4.495 4.649 2.846
H -4.252 3.951 1.284
Cl 0.603 -0.820 -6.762
F 0.922 2.417 2.489
C 1.509 1.219 2.247
C 2.649 1.205 1.470
C 3.263 0.004 1.183
C 2.723 -1.179 1.685
C 1.568 -1.153 2.469
C 0.955 0.061 2.754
H 3.050 2.132 1.081
H 4.167 -0.003 0.563
H 3.200 -2.127 1.461
H 1.141 -2.076 2.851
H 0.058 0.109 3.360
Br 3.233 -4.233 2.861
C 3.972 -3.001 4.166
C 4.026 -3.709 5.473
Br 2.285 -3.849 6.313
H 3.364 -2.100 4.177
H 4.967 -2.749 3.804
H 4.648 -3.186 6.196
H 4.384 -4.731 5.316
F 5.104 1.215 -0.380
O 0.257 -6.036 1.474
P -0.747 -5.463 2.471
O -0.423 -4.002 2.770
O -0.661 -6.262 3.768
O -2.145 -5.547 1.874
Al 4.466 -6.427 4.582

Net charge = 0
HOMO-LUMO gap = 3.297 eV
E_HOMO = -6.8 eV

Here are the Löwdin charges for atoms 1 to 6, given in e: -0.11 -0.20 -0.23 -0.31 -0.30 0.52

***

Entry 4:
C15H31CeF5OP2Te | the ωB97M-V functional and the def2-TZVPD basis

Cartesian coordinates (Å):
P 0.195 -1.406 -6.622
P 0.011 1.806 -6.509
C -0.205 -0.474 -8.199
C 0.284 0.980 -8.170
H -1.297 -0.501 -8.316
H 0.236 -1.015 -9.049
H 1.365 1.018 -8.370
H -0.219 1.575 -8.946
C -1.588 2.660 -6.861
H -1.812 3.356 -6.035
H -2.410 1.929 -6.908
H -1.557 3.225 -7.802
C 1.157 3.228 -6.718
H 0.989 3.767 -7.661
H 2.201 2.874 -6.693
H 1.025 3.932 -5.880
C -0.962 -2.818 -6.839
H -0.766 -3.575 -6.062
H -0.864 -3.293 -7.826
H -2.001 -2.474 -6.712
C 1.763 -2.224 -7.149
H 2.578 -1.486 -7.208
H 1.662 -2.725 -8.121
H 2.050 -2.972 -6.390
Ce -0.001 0.140 0.134
C 0.693 1.562 -1.525
C -0.746 1.483 -1.609
C -1.497 0.741 -2.640
C -1.870 -0.702 -2.273
C -0.855 -1.484 -1.544
C 0.586 -1.398 -1.771
C 1.224 -0.582 -2.812
C 1.639 0.841 -2.406
C 0.089 -1.556 1.536
H 1.102 2.332 -0.842
H -1.300 2.196 -0.951
H -0.931 0.763 -3.586
H -2.429 1.307 -2.839
H -2.791 -0.691 -1.650
H -2.140 -1.270 -3.183
H -1.185 -2.277 -0.863
H 1.193 -2.129 -1.202
H 0.567 -0.547 -3.700
H 2.129 -1.130 -3.142
H 2.616 0.794 -1.878
H 1.816 1.462 -3.302
H 0.809 -1.207 2.260
H 0.362 -2.455 1.041
H -0.919 -1.561 1.935
F -1.466 2.410 4.192
Te 0.095 1.648 3.399
F 0.885 3.380 3.023
F 1.811 0.816 2.627
F 1.025 1.611 5.187
F -0.624 -0.157 3.887
O -0.721 1.544 1.611

Net charge = +2
HOMO-LUMO gap = 2.690 eV
E_HOMO = -12.6 eV

Here are the Löwdin charges for atoms 1 to 6, given in e: 0.78 0.77 -0.43 -0.43 0.08 0.09